1.
Entry from the Open Molecules 2025 dataset: a 4-piece molecular cluster, C27H60BrN3 overall at a distorted geometry (ωB97M-V/def2-TZVPD).

Bonds (Å) are listed after each position.
Element x y z (Å)
1 C 0.8034 -3.9090 2.1084  C2 1.487, H11 1.090, H12 1.090, H13 1.090
2 C 0.0386 -2.6433 2.2674  C1 1.487, C3 1.498, H14 1.090, H15 1.090
3 C -0.8673 -2.3058 1.1230  C2 1.498, C4 1.570, H16 1.090, H17 1.090
4 C -1.5560 -0.9112 1.3397  C3 1.570, N5 1.522, H18 1.090, H19 1.090
5 N -2.2530 -0.2882 0.1382  C4 1.522, C6 1.516, C9 1.518, C10 1.546
6 C -2.7587 1.0971 0.4882  N5 1.516, C7 1.544, H20 1.090, H21 1.090
7 C -3.0727 1.8816 -0.8042  C6 1.544, C8 1.529, H22 1.090, H23 1.090
8 C -2.0522 1.2609 -1.7586  C7 1.529, C9 1.534, H24 1.090, H25 1.090
9 C -1.3174 0.1737 -0.9639  N5 1.518, C8 1.534, H26 1.090, H27 1.090
10 C -3.3928 -1.2269 -0.3193  N5 1.546, H28 1.090, H29 1.090, H30 1.090
11 H 0.2812 -4.8638 2.1696  C1 1.090
12 H 1.5810 -3.9183 2.8721  C1 1.090
13 H 1.1892 -3.8626 1.0900  C1 1.090
14 H 0.7196 -1.8727 2.6285  C2 1.090
15 H -0.5740 -2.9552 3.1134  C2 1.090
16 H -1.5147 -3.1513 0.8907  C3 1.090
17 H -0.1786 -2.1579 0.2912  C3 1.090
18 H -0.7196 -0.2514 1.5706  C4 1.090
19 H -2.2850 -0.8733 2.1491  C4 1.090
20 H -3.4577 1.3464 1.2866  C6 1.090
21 H -1.9617 1.6417 0.9946  C6 1.090
22 H -4.0529 1.7212 -1.2532  C7 1.090
23 H -2.9471 2.9414 -0.5825  C7 1.090
24 H -2.5376 0.9414 -2.6807  C8 1.090
25 H -1.4103 2.1028 -2.0182  C8 1.090
26 H -1.1261 -0.6997 -1.5873  C9 1.090
27 H -0.3750 0.4960 -0.5210  C9 1.090
28 H -3.9744 -1.6204 0.5144  C10 1.090
29 H -2.9310 -2.0174 -0.9107  C10 1.090
30 H -3.9700 -0.6633 -1.0524  C10 1.090
31 C -0.3085 -7.7458 -5.6862  C32 1.484, H41 1.090, H42 1.090, H43 1.090
32 C 1.0217 -7.1282 -5.4620  C31 1.484, C33 1.480, H44 1.090, H45 1.090
33 C 1.0903 -6.0291 -4.4736  C32 1.480, C34 1.552, H46 1.090, H47 1.090
34 C 2.5651 -5.5585 -4.3572  C33 1.552, N35 1.508, H48 1.090, H49 1.090
35 N 2.8348 -4.1617 -3.8583  C34 1.508, C36 1.558, C39 1.585, C40 1.530
36 C 4.3696 -3.9087 -3.7717  N35 1.558, C37 1.571, H50 1.090, H51 1.090
37 C 4.6039 -3.0281 -2.4926  C36 1.571, C38 1.573, H52 1.090, H53 1.090
38 C 3.2657 -2.9002 -1.6759  C37 1.573, C39 1.564, H54 1.090, H55 1.090
39 C 2.4240 -4.0430 -2.3320  N35 1.585, C38 1.564, H56 1.090, H57 1.090
40 C 2.1862 -3.0951 -4.7425  N35 1.530, H58 1.090, H59 1.090, H60 1.090
41 H -0.5164 -8.2932 -4.7669  C31 1.090
42 H -0.3746 -8.4095 -6.5483  C31 1.090
43 H -1.0487 -6.9529 -5.7930  C31 1.090
44 H 1.4057 -6.7266 -6.3998  C32 1.090
45 H 1.7182 -7.9274 -5.2081  C32 1.090
46 H 0.8055 -6.1681 -3.4307  C33 1.090
47 H 0.4780 -5.2220 -4.8760  C33 1.090
48 H 2.8866 -5.4369 -5.3916  C34 1.090
49 H 3.2796 -6.1296 -3.7644  C34 1.090
50 H 4.7108 -3.5372 -4.7380  C36 1.090
51 H 4.9610 -4.7920 -3.5304  C36 1.090
52 H 4.9124 -2.0308 -2.8061  C37 1.090
53 H 5.3489 -3.6211 -1.9622  C37 1.090
54 H 2.6865 -1.9860 -1.8053  C38 1.090
55 H 3.4935 -3.0745 -0.6243  C38 1.090
56 H 1.3544 -3.8346 -2.3066  C39 1.090
57 H 2.5836 -4.9030 -1.6815  C39 1.090
58 H 2.7230 -3.3101 -5.6665  C40 1.090
59 H 2.2412 -2.0428 -4.4637  C40 1.090
60 H 1.1005 -3.1672 -4.8072  C40 1.090
61 C 1.4288 2.2113 2.9496  C62 1.539, H71 1.090, H72 1.090, H73 1.090
62 C 1.3441 3.5637 3.6785  C61 1.539, C63 1.570, H74 1.090, H75 1.090
63 C 0.0180 4.3147 3.3010  C62 1.570, C64 1.504, H76 1.090, H77 1.090
64 C 0.1897 5.7234 3.7979  C63 1.504, N65 1.559, H78 1.090, H79 1.090
65 N -1.1641 6.4331 3.4910  C64 1.559, C66 1.588, C69 1.503, C70 1.569
66 C -1.2266 7.9221 4.0393  N65 1.588, C67 1.519, H80 1.090, H81 1.090
67 C -2.6863 8.3303 4.1369  C66 1.519, C68 1.489, H82 1.090, H83 1.090
68 C -3.2663 7.0800 4.6993  C67 1.489, C69 1.563, H84 1.090, H85 1.090
69 C -2.3460 5.8991 4.2508  N65 1.503, C68 1.563, H86 1.090, H87 1.090
70 C -1.3979 6.3939 1.9404  N65 1.569, H88 1.090, H89 1.090, H90 1.090
71 H 1.7134 2.4506 1.9250  C61 1.090
72 H 0.4518 1.7285 2.9733  C61 1.090
73 H 2.2432 1.7001 3.4630  C61 1.090
74 H 2.2325 4.1807 3.5437  C62 1.090
75 H 1.1295 3.2831 4.7097  C62 1.090
76 H -0.9518 3.8767 3.5369  C63 1.090
77 H 0.0468 4.2750 2.2121  C63 1.090
78 H 0.9115 6.3036 3.2231  C64 1.090
79 H 0.5151 5.8271 4.8331  C64 1.090
80 H -0.5822 8.4996 3.3764  C66 1.090
81 H -0.6471 7.8048 4.9550  C66 1.090
82 H -3.0467 8.6041 3.1454  C67 1.090
83 H -2.8934 9.1415 4.8348  C67 1.090
84 H -4.2512 6.9368 4.2548  C68 1.090
85 H -3.4038 6.9604 5.7740  C68 1.090
86 H -2.9198 5.1777 3.6691  C69 1.090
87 H -1.8138 5.4487 5.0887  C69 1.090
88 H -0.4580 6.8633 1.6499  C70 1.090
89 H -2.1466 7.1622 1.7471  C70 1.090
90 H -1.6080 5.4203 1.4975  C70 1.090
91 Br 2.4559 0.2350 0.1417  no bonds

Properties
Multiplicity: 2
LUMO level (alpha / beta) (eV): -1.974 / -2.055
<S²>: 0.75
Relative energy (zero: lowest compared OMol25 entry of this formula, charge and spin) (kcal per mole): 26.6
Frontier orbital gap (alpha / beta) (eV): 1.9848 / 6.8109
Total charge: +1
Maximum force (eV/A): 3.3



2.
Entry from the Open Molecules 2025 dataset: a 4-piece molecular cluster, C27H60FO14P overall at a distorted geometry (ωB97M-V/def2-TZVPD).

Bonds (Å) are listed after each position.
Element x y z (Å)
1 O -0.1804 2.1225 4.9313  C2 1.189
2 C -0.8449 1.6551 4.0632  O1 1.189, O3 1.362, C4 1.523
3 O -2.0760 2.1722 3.7948  C2 1.362, H17 0.974
4 C -0.4815 0.4642 3.1858  C2 1.523, C5 1.542, H18 1.104, H19 1.106
5 C 0.8179 -0.2591 3.5930  C4 1.542, P6 1.836, H20 1.095, H21 1.103
6 P 2.1718 -0.0562 2.3690  C5 1.836, O7 1.760, C8 1.929, C12 1.825, H22 1.413
7 O 2.0586 1.6902 2.5513  P6 1.760, H23 0.971
8 C 2.5138 -1.9458 2.1838  P6 1.929, C9 1.538, H24 1.106, H25 1.099
9 C 4.0038 -2.3219 2.1114  C8 1.538, C10 1.543, H26 1.102, H27 1.100
10 C 4.7919 -2.0257 3.4049  C9 1.543, F11 1.426, H28 1.100, H29 1.100
11 F 3.9179 -1.7199 4.4889  C10 1.426
12 C 1.6608 0.1513 0.6291  P6 1.825, C13 1.542, H30 1.098, H31 1.100
13 C 2.8724 0.2438 -0.3207  C12 1.542, C14 1.525, H32 1.106, H33 1.106
14 C 3.0832 1.5428 -1.0907  C13 1.525, O15 1.180, O16 1.367
15 O 4.0030 1.7043 -1.8125  C14 1.180
16 O 2.1559 2.5295 -0.9023  C14 1.367, H34 0.971
17 H -2.4894 1.6872 3.0585  O3 0.974
18 H -0.4529 0.8219 2.1414  C4 1.104
19 H -1.3347 -0.2372 3.2371  C4 1.106
20 H 0.6311 -1.3230 3.7700  C5 1.095
21 H 1.1769 0.1897 4.5346  C5 1.103
22 H 3.5380 0.1015 2.6932  P6 1.413
23 H 2.7634 2.0594 3.1085  O7 0.971
24 H 2.0282 -2.3047 1.2568  C8 1.106
25 H 2.0561 -2.5078 3.0103  C8 1.099
26 H 4.0888 -3.3961 1.8802  C9 1.102
27 H 4.4976 -1.7978 1.2795  C9 1.100
28 H 5.3615 -2.9093 3.7279  C10 1.100
29 H 5.4868 -1.1786 3.3038  C10 1.100
30 H 1.0084 -0.6830 0.3405  C12 1.098
31 H 1.0747 1.0805 0.5753  C12 1.100
32 H 2.8313 -0.5322 -1.1074  C13 1.106
33 H 3.8348 0.0792 0.1990  C13 1.106
34 H 1.4179 2.4403 -1.5269  O16 0.971
35 C -4.0483 0.1607 -3.9476  O36 1.410, H44 1.097, H45 1.089, H46 1.096
36 O -3.8846 0.4738 -2.5825  C35 1.410, C37 1.415
37 C -3.3952 -0.6263 -1.8384  O36 1.415, C38 1.512, H47 1.098, H48 1.099
38 C -2.9227 -0.1841 -0.4721  C37 1.512, O39 1.424, H49 1.092, H50 1.092
39 O -1.6484 0.4513 -0.4779  C38 1.424, C40 1.420
40 C -1.6242 1.8038 -0.9113  O39 1.420, C41 1.513, H51 1.092, H52 1.093
41 C -2.0774 2.8182 0.1156  C40 1.513, O42 1.411, H53 1.099, H54 1.100
42 O -3.4840 2.7926 0.2210  C41 1.411, C43 1.411
43 C -3.9881 3.6366 1.2331  O42 1.411, H55 1.095, H56 1.087, H57 1.096
44 H -4.7647 -0.6572 -4.0898  C35 1.097
45 H -4.4275 1.0521 -4.4448  C35 1.089
46 H -3.0960 -0.1268 -4.4077  C35 1.096
47 H -2.5590 -1.0981 -2.3717  C37 1.098
48 H -4.1871 -1.3778 -1.7130  C37 1.099
49 H -2.7938 -1.0799 0.1388  C38 1.092
50 H -3.6768 0.4539 -0.0063  C38 1.092
51 H -2.2048 1.9234 -1.8284  C40 1.092
52 H -0.5753 2.0165 -1.1330  C40 1.093
53 H -1.7292 3.8131 -0.1950  C41 1.099
54 H -1.6183 2.5965 1.0900  C41 1.100
55 H -3.5731 3.4023 2.2193  C43 1.095
56 H -5.0628 3.4744 1.2485  C43 1.087
57 H -3.7830 4.6906 1.0157  C43 1.096
58 C -7.5865 3.8604 0.0194  O59 1.407, H67 1.097, H68 1.088, H69 1.097
59 O -7.9056 2.8903 -0.9484  C58 1.407, C60 1.419
60 C -6.7929 2.0527 -1.2226  O59 1.419, C61 1.509, H70 1.098, H71 1.099
61 C -7.2213 0.8130 -1.9697  C60 1.509, O62 1.420, H72 1.091, H73 1.093
62 O -7.8129 -0.1770 -1.1420  C61 1.420, C63 1.417
63 C -9.1860 -0.0008 -0.8389  O62 1.417, C64 1.512, H74 1.093, H75 1.092
64 C -10.1174 -0.4830 -1.9274  C63 1.512, O65 1.414, H76 1.100, H77 1.098
65 O -10.2019 0.4662 -2.9720  C64 1.414, C66 1.408
66 C -10.8495 -0.0517 -4.1095  O65 1.408, H78 1.096, H79 1.088, H80 1.097
67 H -6.7541 4.4937 -0.3123  C58 1.097
68 H -8.4638 4.4822 0.1863  C58 1.088
69 H -7.3048 3.3815 0.9655  C58 1.097
70 H -6.3019 1.7524 -0.2875  C60 1.098
71 H -6.0519 2.5967 -1.8245  C60 1.099
72 H -6.3186 0.3490 -2.3694  C61 1.091
73 H -7.8812 1.0817 -2.7988  C61 1.093
74 H -9.4076 1.0410 -0.5938  C63 1.093
75 H -9.3669 -0.6156 0.0454  C63 1.092
76 H -11.1137 -0.6533 -1.4940  C64 1.100
77 H -9.7482 -1.4416 -2.3163  C64 1.098
78 H -10.3060 -0.9096 -4.5228  C66 1.096
79 H -10.8854 0.7409 -4.8542  C66 1.088
80 H -11.8738 -0.3697 -3.8799  C66 1.097
81 C 11.6349 -4.1232 0.4397  O82 1.408, H90 1.097, H91 1.088, H92 1.096
82 O 10.3917 -3.6418 -0.0141  C81 1.408, C83 1.413
83 C 9.3090 -4.1746 0.7215  O82 1.413, C84 1.511, H93 1.098, H94 1.100
84 C 8.0421 -3.4000 0.4421  C83 1.511, O85 1.418, H95 1.093, H96 1.093
85 O 7.9658 -2.1650 1.1341  C84 1.418, C86 1.419
86 C 8.6440 -1.0718 0.5365  O85 1.419, C87 1.512, H97 1.093, H98 1.092
87 C 7.8670 -0.4077 -0.5772  C86 1.512, O88 1.414, H99 1.099, H100 1.099
88 O 7.9728 -1.1456 -1.7792  C87 1.414, C89 1.413
89 C 7.0700 -0.6798 -2.7615  O88 1.413, H101 1.096, H102 1.088, H103 1.096
90 H 11.6977 -5.2152 0.3597  C81 1.097
91 H 12.4049 -3.6797 -0.1882  C81 1.088
92 H 11.8153 -3.8418 1.4837  C81 1.096
93 H 9.5249 -4.1325 1.7975  C83 1.098
94 H 9.1492 -5.2276 0.4476  C83 1.100
95 H 7.2039 -3.9935 0.8157  C84 1.093
96 H 7.9196 -3.2573 -0.6347  C84 1.093
97 H 9.6330 -1.3685 0.1794  C86 1.093
98 H 8.7665 -0.3389 1.3374  C86 1.092
99 H 8.2611 0.6074 -0.7268  C87 1.099
100 H 6.8123 -0.3162 -0.2807  C87 1.099
101 H 6.0277 -0.8105 -2.4485  C89 1.096
102 H 7.2463 -1.2467 -3.6734  C89 1.088
103 H 7.2298 0.3841 -2.9687  C89 1.096

Properties
SMILES: O=C(O)CC[PH](O)(CCCF)CCC(=O)O.COCCOCCOC.COCCOCCOC.COCCOCCOC
LUMO level (eV): 0.373
Frontier orbital gap (eV): 9.3181
Maximum force (eV/A): 1.3



Q: Which of these has the highest maximum force?
A: C27H60BrN3